{
  "formula": "CHN3OS",
  "method": "the ωB97M-V functional and the def2-TZVPD basis",
  "smiles": "Sc1nnon1",
  "total_charge": 0,
  "homo_lumo_gap_ev": 9.87,
  "energy_ev": -18403.0781,
  "de_lowest_ev": 3.086,
  "symbols": ["H", "N", "O", "N", "N", "C", "S"],
  "xyz": [[0.38770, -2.35618, -0.92936], [-0.91447, 0.08302, -0.55221], [-1.17785, 1.39423, -0.23720], [-0.18676, 1.83707, 0.65836], [0.61099, 0.87904, 0.88460], [0.16487, -0.18358, 0.15211], [1.11553, -1.65360, 0.02369]],
  "forces_ev_per_a": [[0.283, 0.986, 0.807], [0.776, 0.669, 0.973], [1.251, -0.522, 0.764], [-0.202, -0.954, -0.348], [-0.978, 1.135, -0.266], [-0.854, -0.769, -1.686], [-0.276, -0.545, -0.243]]
}

=====

{
  "formula": "C37H47I2N3O5P2SbTl",
  "method": "the ωB97M-V functional and the def2-TZVPD basis",
  "total_charge": 2,
  "homo_lumo_gap_ev": 7.46,
  "energy_ev": -99835.5720,
  "symbols": ["H", "C", "H", "C", "H", "C", "C", "C", "H", "H", "O", "H", "H", "Sb", "H", "C", "H", "H", "H", "C", "H", "C", "H", "H", "H", "H", "O", "O", "P", "H", "C", "C", "C", "H", "H", "H", "H", "C", "H", "C", "H", "C", "C", "H", "C", "C", "C", "H", "C", "H", "C", "H", "H", "H", "N", "H", "H", "N", "H", "H", "H", "C", "H", "N", "C", "O", "H", "H", "C", "C", "H", "P", "H", "H", "Tl", "C", "I", "C", "H", "C", "H", "C", "C", "C", "C", "C", "C", "C", "H", "C", "H", "C", "H", "C", "O", "I", "H", "H"],
  "xyz": [[2.93048, 0.31951, 3.24360], [-1.48228, 0.32067, 2.27492], [0.87886, 4.81233, 3.01816], [-0.46071, 0.31008, -4.18831], [-1.41093, -1.53090, -6.46626], [-0.78155, -0.63975, -6.40122], [2.66640, 3.69411, 3.40118], [-1.44529, -4.74013, 2.35935], [-2.75482, 1.36995, -4.49313], [-0.76900, -0.38803, -8.54021], [1.92476, 2.02711, -1.09474], [3.25256, 4.57106, 3.64269], [-1.12496, -3.43911, 0.67801], [3.55145, 0.39523, -0.61759], [0.25601, -0.94218, -6.27071], [0.34057, -1.02079, 4.06099], [0.52837, -2.96953, 7.37514], [-6.37345, 1.56556, 2.94029], [0.79272, 4.61801, -0.84580], [2.48919, 1.30790, 3.17742], [3.96932, -1.10658, -2.71826], [5.08176, 1.86294, -0.21325], [-0.48294, 2.82432, 2.53785], [5.97589, 1.23892, -0.09521], [4.47440, 3.61836, -1.36033], [1.79494, 5.24838, -2.14932], [-2.29538, 0.66838, -7.74712], [-0.20054, 2.24720, -0.63323], [-2.40298, -0.93495, 1.32163], [-1.93415, 0.43442, 3.26187], [-2.56288, 0.72454, -5.34835], [1.15234, -5.47218, -2.44168], [0.00807, -1.11227, 6.44010], [-1.57946, 1.25452, 1.71746], [-0.29489, -0.64169, 7.36564], [2.69516, 0.04753, -3.07446], [5.72432, 0.67641, -3.23372], [-6.32889, -0.76819, 0.48503], [1.57406, -6.11611, -3.20200], [-0.05532, -0.40774, 5.25046], [2.66557, 3.01398, -2.69127], [-5.98150, 0.82512, 2.25627], [-2.01372, -4.86445, 3.61911], [0.89901, 2.91063, -2.65510], [0.47392, -2.42279, 6.44313], [0.56590, 2.70331, 2.77776], [1.78631, 3.12656, -2.06292], [-3.98327, 1.02010, 2.98137], [-4.98093, -1.08124, 0.49887], [-0.39980, 0.62135, 5.24963], [-2.65363, 1.49305, -6.65715], [-1.93553, -5.80069, 4.15577], [-6.99316, -1.26864, -0.20631], [4.28190, 2.32485, 3.76104], [0.73355, 1.61707, -0.38294], [-3.28682, -0.09398, -5.34998], [1.12066, -2.78547, 3.13470], [0.21521, 0.45009, -3.25193], [0.74030, -6.04582, -1.62233], [-4.58162, -1.82000, -0.18533], [-2.00150, 2.37508, -6.61783], [-0.96340, 0.20728, -7.65022], [-7.88007, 0.43525, 1.34808], [-1.21372, 0.15274, -5.24035], [1.72754, 4.47610, -1.38307], [-1.91511, -1.04437, -0.09621], [4.69733, 0.30200, -4.60588], [-3.14636, -3.90102, 5.16743], [-4.62946, 0.51377, 2.27629], [0.81281, -2.32774, 4.06623], [6.07532, 3.70490, -0.66133], [0.26985, -0.11474, 2.51585], [-3.67810, 1.81673, -6.83031], [4.42521, 1.78114, -3.70240], [0.27778, -1.57122, -1.18254], [3.24667, 2.43102, 3.46453], [-0.44757, -4.39460, -3.34322], [1.33158, 3.83027, 3.05390], [-0.92388, -5.57899, 1.91734], [-4.12442, -0.43955, 1.39609], [5.81006, 2.71931, -2.08508], [3.72748, -0.03860, -2.72178], [4.70118, 0.73313, -3.60363], [-2.23767, -2.47291, 2.23416], [5.36469, 3.03467, -1.14709], [-2.69793, -3.79774, 4.18861], [1.14011, 1.43794, 2.83437], [-6.82738, 0.18692, 1.36226], [2.55598, 4.60848, -0.68828], [0.87692, -3.02828, 5.26246], [-3.37129, -1.78186, 3.93237], [-1.55657, -3.54445, 1.66571], [4.81423, 2.20984, 0.78463], [-2.81856, -2.60610, 3.49487], [0.86646, -0.87356, 1.36918], [2.74464, -4.30081, -1.64999], [1.24171, -4.04671, 5.27369], [-0.26809, 1.05632, -7.62813]],
  "forces_ev_per_a": [[0.026, -0.002, 0.025], [0.043, -0.153, -0.174], [-0.010, -0.003, 0.007], [-0.070, -0.021, -0.031], [0.020, -0.017, 0.017], [-0.004, 0.023, -0.059], [0.026, -0.004, -0.014], [0.010, -0.010, 0.016], [0.020, -0.001, 0.003], [0.012, 0.012, -0.007], [0.603, -0.076, 0.024], [0.006, -0.003, -0.009], [-0.013, -0.042, -0.009], [-0.101, 0.536, -0.377], [0.002, 0.016, 0.015], [0.020, 0.055, -0.013], [-0.002, -0.003, 0.002], [0.000, 0.004, -0.003], [0.003, 0.008, 0.015], [-0.028, 0.038, -0.013], [-0.068, -0.025, -0.029], [-0.238, -0.169, -0.156], [0.015, 0.036, 0.000], [-0.004, -0.026, 0.051], [-0.086, 0.047, -0.037], [0.011, 0.014, 0.001], [-0.018, -0.040, 0.023], [0.487, -0.184, -0.008], [0.018, 0.062, 0.163], [-0.020, 0.076, 0.002], [-0.033, 0.046, -0.031], [0.003, 0.073, -0.030], [-0.014, 0.008, -0.008], [-0.021, 0.004, 0.005], [0.000, 0.001, 0.003], [0.001, -0.065, -0.019], [-0.002, 0.031, 0.008], [0.006, -0.012, 0.003], [0.007, 0.005, 0.000], [0.001, -0.063, -0.016], [0.015, -0.025, -0.036], [0.006, 0.006, 0.024], [0.006, 0.000, -0.022], [0.023, -0.057, -0.001], [-0.003, 0.001, 0.001], [-0.003, -0.014, 0.012], [0.033, 0.072, -0.024], [-0.012, 0.024, -0.002], [0.020, 0.018, 0.036], [0.009, 0.006, 0.026], [-0.001, 0.000, 0.008], [0.011, 0.001, 0.005], [0.000, 0.003, -0.007], [0.015, -0.002, -0.002], [-0.909, 0.111, 0.142], [0.000, -0.001, 0.030], [0.005, -0.010, 0.003], [-0.002, 0.082, 0.021], [-0.012, -0.007, -0.012], [-0.031, 0.000, -0.023], [0.001, 0.002, -0.008], [0.001, 0.000, 0.006], [-0.006, -0.011, 0.005], [0.034, -0.069, 0.000], [0.001, -0.099, 0.026], [0.124, -0.027, -0.046], [0.017, 0.017, -0.006], [-0.005, 0.000, 0.000], [-0.005, -0.042, -0.011], [-0.025, 0.001, -0.041], [-0.001, 0.013, -0.020], [0.019, -0.013, 0.012], [0.006, 0.024, -0.002], [0.024, 0.037, 0.022], [-0.086, 0.098, 0.332], [0.000, 0.007, -0.035], [0.081, -0.090, 0.044], [-0.021, 0.002, -0.002], [0.002, 0.003, -0.007], [0.036, -0.008, -0.053], [-0.027, -0.014, -0.045], [0.110, 0.146, 0.276], [-0.053, -0.100, -0.058], [-0.080, -0.022, -0.095], [0.122, -0.039, 0.109], [0.010, 0.012, 0.026], [-0.007, -0.091, 0.003], [-0.005, 0.004, -0.003], [0.023, 0.014, -0.007], [-0.010, -0.010, 0.011], [-0.023, -0.014, 0.007], [-0.010, 0.053, 0.039], [0.027, 0.015, 0.090], [0.064, 0.034, 0.002], [-0.083, -0.104, -0.036], [-0.040, -0.113, -0.039], [0.006, -0.001, -0.006], [0.000, 0.003, -0.011]]
}